Molecular formula: C23H17BrClN5O9SSc
Method: DFT, ωB97M-V with the def2-TZVPD basis set

```
58
Properties=species:S:1:pos:R:3:lowdin_charge:R:1
Sc -0.698 -0.358 0.210 0.9874
O -1.280 -3.179 -3.257 0.1512
C -1.163 -2.542 -2.094 -0.4510
O -1.355 -1.355 -1.965 0.0809
C -0.818 -3.407 -0.936 -0.1774
C -0.684 -4.779 -0.967 0.0251
C -0.339 -5.417 0.220 -0.0273
C -0.139 -4.670 1.366 0.0307
C -0.295 -3.291 1.293 -0.1345
N -0.636 -2.692 0.166 0.1188
C -0.074 -2.341 2.463 -0.5752
O 0.195 -2.808 3.555 0.0659
O -0.202 -1.109 2.129 -0.1416
H -1.476 -2.506 -3.925 0.1423
H -0.831 -5.322 -1.889 0.1207
H -0.219 -6.493 0.240 0.1089
H 0.136 -5.108 2.315 0.1220
C -3.563 3.840 2.589 -0.0343
C -2.199 3.212 2.594 -0.2262
C -1.155 3.670 3.386 -0.0139
C 0.090 3.074 3.308 -0.0925
C 0.252 2.010 2.439 -0.7027
Br 1.966 1.239 2.274 0.8625
N -0.729 1.537 1.690 -0.0131
C -1.919 2.142 1.761 -0.0665
H -3.716 4.446 3.482 0.0753
H -4.350 3.086 2.543 0.0498
H -3.677 4.488 1.717 0.0900
H -1.313 4.506 4.058 0.1158
H 0.927 3.422 3.895 0.0973
H -2.682 1.754 1.099 0.1069
C 0.271 1.987 -3.054 -0.1276
S -0.364 2.491 -1.477 0.4247
O 0.785 2.728 -0.626 -0.3457
O -1.238 3.617 -1.699 -0.3222
O -1.144 1.288 -1.035 -0.4368
H 0.872 2.800 -3.454 0.0666
H -0.570 1.768 -3.708 0.0665
H 0.882 1.099 -2.899 0.0503
Cl 7.280 1.304 -2.117 0.6314
C 5.709 0.573 -1.909 -0.6673
C 4.680 1.322 -1.366 -0.0883
C 3.434 0.733 -1.199 -0.0174
C 3.228 -0.585 -1.587 -0.1194
C 4.273 -1.316 -2.143 -0.0153
C 5.524 -0.745 -2.300 -0.1093
C 1.874 -1.228 -1.440 -0.5335
O 1.628 -2.297 -1.989 0.0673
O 1.035 -0.549 -0.737 -0.1298
H 4.849 2.350 -1.078 0.1077
H 2.612 1.305 -0.784 0.0727
H 4.084 -2.337 -2.446 0.1159
H 6.347 -1.305 -2.721 0.0988
N -2.841 -0.725 0.568 0.1072
C -3.989 -0.597 0.739 -0.3209
N -5.260 -0.518 0.876 0.0618
C -5.758 0.471 1.602 -0.4113
N -6.259 1.312 2.223 0.0785
```

## Properties
- Energy: -6031.17505 Eh
- HOMO-LUMO gap: 8.17 eV
- ΔE to the lowest compared entry with this formula, charge and spin: 0.57 kcal per mole
- Lowest unoccupied orbital energy: 0.068 Ha
- Charge: -1